2 unconnected molecules or ions with the total composition C7H14N2O2, computed with ωB97M-V/def2-TZVPD.

Structure (XYZ):
```
25
Properties=species:S:1:pos:R:3:forces:R:3:lowdin_charge:R:1
C -0.155 2.248 -1.375 0.106 3.573 -1.367 -0.116
C 0.855 1.244 -0.861 1.026 -1.338 -0.336 -0.271
C 1.099 -1.244 -0.532 1.530 -1.154 1.051 -0.140
C 1.739 -0.959 0.931 0.884 -0.775 -1.508 -0.202
C -0.331 -0.070 1.753 2.447 0.901 -0.877 -0.183
C -0.843 -0.022 0.331 -0.383 1.766 0.974 -0.297
C -1.861 -1.071 0.017 -0.227 -3.465 -1.679 -0.456
H -0.120 2.284 -2.567 -0.631 -0.284 2.669 0.112
H -1.215 2.279 -0.926 1.666 -0.758 -1.083 0.078
H 0.183 3.333 -1.061 -0.267 -1.939 -0.695 0.094
H 1.368 1.552 0.087 -0.769 0.186 -0.578 0.092
H 1.748 1.097 -1.581 -1.574 0.304 0.824 0.144
H 1.834 -1.554 -1.436 -1.435 1.744 1.917 0.149
H 0.631 -2.265 -0.385 -0.519 1.418 -0.341 0.112
H 2.079 0.138 0.819 0.168 -2.107 1.058 0.104
H 2.516 -1.751 1.249 -0.652 1.679 -0.849 0.128
H 0.115 -1.929 1.715 1.373 0.100 0.481 0.107
H -1.233 -0.132 2.300 -0.454 -0.421 1.607 0.112
H 0.288 0.803 2.033 -1.198 0.541 -0.298 0.125
H -1.507 0.937 0.346 1.530 -1.389 -0.653 0.159
H -3.677 -0.947 -1.374 5.868 1.153 1.186 0.332
N 0.183 -0.081 -0.727 0.088 -0.015 -0.549 -0.125
N 0.699 -1.089 1.948 -2.134 -1.505 -0.205 -0.075
O -2.412 -0.564 -1.153 -6.260 -2.166 0.059 -0.052
O -1.984 -2.239 0.448 -0.184 3.952 -0.808 0.069
```
Forces are in eV/Å.

* highest occupied orbital energy: -7.946 eV
* LUMO: -0.19 eV
* ΔE to the lowest compared entry with this formula, charge and spin: 91.8 kcal per mole
* charge: 0
* E: -14556.7981 eV
* molar mass: 158.2 g mol⁻¹

=====

A gas-phase ion, C7H14N2O3 (charge +2), computed with ωB97M-V/def2-TZVPD.

Structure (XYZ):
```
26
Properties=species:S:1:pos:R:3:forces:R:3:lowdin_spin:R:1
C -1.022 -1.593 -0.753 2.103 -2.953 -3.650 0.016
C 0.375 1.363 0.437 -1.047 1.998 0.717 0.117
C 1.840 0.830 0.315 1.704 1.442 0.663 0.176
C -1.275 -0.480 0.051 -1.932 -0.828 2.402 0.044
C 2.613 0.887 -0.989 -0.250 2.656 -0.179 0.036
C -1.161 -0.858 1.566 -0.692 -1.099 -1.315 0.007
C -2.803 -0.541 -0.431 -0.661 -0.413 3.838 0.022
N 1.886 -0.397 0.962 -1.478 -0.498 1.840 0.681
N -0.672 0.752 -0.281 0.386 -0.275 -2.966 0.417
O -0.723 0.962 -1.726 4.281 -0.386 3.765 0.091
O -0.924 -2.421 -1.526 -0.257 1.666 2.119 -0.001
O 2.518 -1.347 0.347 1.426 -0.049 -1.666 0.304
H 0.152 1.492 1.557 -0.040 -0.840 -1.590 0.017
H 0.377 2.382 0.078 0.241 0.381 -0.337 0.008
H 2.264 1.642 1.002 -0.031 -1.107 -0.544 0.041
H 2.450 0.028 -1.590 -0.338 -0.372 -0.998 0.001
H 3.657 0.853 -0.670 0.085 -0.113 0.047 0.013
H 2.498 1.924 -1.486 -0.054 -1.953 0.442 0.000
H -0.154 -0.924 1.867 1.349 -0.022 0.141 0.002
H -1.608 -1.868 1.733 -0.123 1.033 0.082 0.000
H -1.604 -0.040 2.072 -0.954 0.391 0.841 0.000
H -3.287 0.269 0.083 -0.317 0.420 0.584 0.000
H -3.353 -1.476 -0.154 0.774 0.608 -0.195 0.001
H -2.885 -0.339 -1.408 -0.360 0.326 -3.819 0.000
H -1.612 1.062 -1.896 -3.716 0.677 -0.977 0.005
H 2.451 -2.160 0.839 -0.099 -0.688 0.756 0.003
```
Forces are in eV/Å.

* highest occupied orbital energy (alpha / beta): -16.586 / -17.551 eV
* LUMO (alpha / beta): -9.41 / -12.73 eV
* <S²>: 2.01
* charge: +2
* E: -16581.8149 eV
* molar mass: 174.2 g mol⁻¹
* 2S+1: 3

=====

A gas-phase ion, C7H14N3 (charge +1), computed with ωB97M-V/def2-TZVPD.

Structure (XYZ):
```
24
Properties=species:S:1:pos:R:3:forces:R:3:lowdin_charge:R:1
C 1.511 0.413 1.341 -1.580 -4.381 0.751 -0.028
C 0.075 -0.129 1.041 0.509 0.694 -0.109 -0.476
C 0.002 -1.693 1.045 1.222 -0.678 0.294 -0.043
C -0.891 0.455 2.106 -1.104 -0.331 0.025 -0.037
C -0.350 0.173 -0.437 2.855 0.454 0.050 -0.128
N -1.523 -0.217 -0.857 -3.795 1.404 -2.539 0.139
C -1.537 -0.076 -2.282 -2.040 0.051 1.582 -0.032
C -0.372 0.345 -2.698 1.947 -0.413 -0.284 -0.032
N 0.435 0.471 -1.590 -2.187 -0.975 3.456 -0.076
N 1.635 1.147 -1.543 1.728 -0.515 0.001 0.106
H 1.758 -0.028 2.347 0.002 0.981 -0.915 0.125
H 2.104 -0.118 0.623 1.031 0.150 -0.175 0.050
H 1.511 1.432 1.250 0.484 2.515 0.047 0.061
H 0.051 -2.185 2.064 0.274 0.978 -0.973 0.116
H -0.967 -2.008 0.642 0.360 -0.085 -0.071 0.074
H 0.867 -2.100 0.407 -1.393 0.356 0.845 0.118
H -1.616 -0.355 2.313 0.189 0.541 0.371 0.086
H -0.423 0.796 3.062 -0.011 -0.665 -0.907 0.107
H -1.499 1.314 1.793 0.310 -0.066 -0.287 0.085
H -2.479 -0.077 -0.351 2.683 -0.844 -0.712 0.243
H -2.386 0.022 -2.904 -1.096 -0.785 -0.021 0.124
H -0.062 0.377 -3.734 0.302 0.536 0.300 0.151
H 1.726 1.502 -2.508 0.980 -0.269 0.931 0.122
H 2.431 0.539 -1.130 -1.668 1.347 -1.660 0.146
```
Forces are in eV/Å.

* highest occupied orbital energy: -13.451 eV
* LUMO: -3.36 eV
* ΔE to the lowest compared entry with this formula, charge and spin: 68.0 kcal per mole
* charge: +1
* E: -11947.9687 eV
* molar mass: 140.2 g mol⁻¹

=====

2 unconnected molecules or ions with the total composition C7H14N3, computed with ωB97M-V/def2-TZVPD.

Structure (XYZ):
```
24
Properties=species:S:1:pos:R:3:forces:R:3:lowdin_charge:R:1
C 3.510 -0.489 0.879 0.997 0.507 1.047 -0.094
C -1.576 -1.055 -1.297 0.177 0.753 -1.067 -0.058
C -2.062 -0.279 -0.125 0.072 -0.238 -1.680 -0.468
C 1.417 -0.118 0.535 -1.611 0.803 -1.353 -0.014
C -3.005 -0.991 0.701 0.657 -4.790 -1.626 -0.058
C -1.806 0.982 0.098 -1.511 -1.093 1.579 0.042
C 1.640 2.010 -0.841 -0.021 0.154 -0.488 0.025
N 3.459 0.647 0.237 -0.453 -0.266 -0.724 0.152
N 2.253 -0.990 1.127 -0.184 1.145 -0.401 0.148
N 2.108 0.871 -0.049 0.562 -3.096 2.155 -0.114
H 4.442 -0.943 1.312 -1.166 0.640 -0.734 0.168
H -1.733 -2.099 -1.027 0.651 -0.131 -0.875 0.078
H -2.120 -0.752 -2.233 -0.264 -0.680 1.039 0.119
H -3.833 -0.449 0.898 -2.759 1.487 1.050 0.057
H -3.260 -2.037 0.237 -0.232 2.120 0.431 0.128
H -2.504 -1.375 1.544 0.466 0.093 1.714 0.079
H -1.034 1.452 -0.327 2.342 2.143 -1.919 -0.011
H 0.308 -0.207 0.380 1.141 0.006 0.677 0.136
H -2.374 1.447 0.851 -0.267 0.906 0.937 0.076
H 0.632 1.752 -1.382 2.109 0.708 1.301 0.129
H 1.676 2.896 -0.155 -0.678 -0.699 -0.824 0.123
H 2.466 2.140 -1.558 -0.658 0.147 -0.073 0.103
H 1.982 -1.668 1.838 0.144 -0.030 -0.568 0.188
H -0.586 -0.742 -1.641 0.486 -0.592 0.404 0.065
```
Forces are in eV/Å.

* highest occupied orbital energy: -12.623 eV
* LUMO: -3.54 eV
* ΔE to the lowest compared entry with this formula, charge and spin: 78.6 kcal per mole
* charge: +1
* E: -11947.5104 eV
* molar mass: 140.2 g mol⁻¹

=====

Question: E of number 3 (C7H14N3)?
Answer: -11947.9687 eV

=====

Question: charge of number 1 (C7H14N2O2)?
Answer: 0

=====

Question: The highest molar mass belongs to which entry?
Answer: C7H14N2O3